<1>
Computed, not measured: a molecular structure, C48H120N8O16, with ωB97M-V/def2-TZVPD.

CARTESIAN COORDINATES (ANGSTROEM)
C -4.9135 -4.7523 1.7956
O -4.6214 -3.3876 1.5398
C -5.8837 -2.6541 1.3375
C -5.4553 -1.1442 1.3430
N -4.9623 -0.6842 2.6462
C -4.2644 0.5768 2.5920
C -3.5908 0.8170 3.9600
O -2.4994 -0.0703 4.2492
C -1.9935 0.2096 5.5864
H -3.9864 -5.3222 1.7335
H -5.5202 -5.2270 1.0245
H -5.3698 -4.9327 2.7689
H -6.6524 -2.8956 2.0716
H -6.3136 -2.8760 0.3608
H -6.3060 -0.4875 1.1611
H -4.7287 -0.9267 0.5601
H -4.4198 -1.4859 2.9343
H -4.9233 1.4347 2.4578
H -3.5257 0.5857 1.7906
H -4.4197 0.7061 4.6591
H -3.1891 1.8284 3.8983
H -2.6656 -0.2218 6.3282
H -1.9584 1.2906 5.7218
H -1.0070 -0.2177 5.7660
C 0.4390 -2.8658 -3.4655
O -0.0626 -2.6238 -2.1576
C 0.3637 -3.5734 -1.2201
C -0.1978 -3.3711 0.2070
N 0.1850 -4.4953 1.0174
C -0.4416 -4.4646 2.3766
C 0.1380 -3.3600 3.2375
O -0.4612 -3.1078 4.4375
C -1.5960 -2.2812 4.3791
H 1.5210 -2.9968 -3.4538
H 0.1995 -2.0771 -4.1788
H 0.0674 -3.8304 -3.8114
H 1.4337 -3.3749 -1.1589
H 0.2007 -4.5785 -1.6091
H -1.2822 -3.2627 0.1913
H 0.1976 -2.4975 0.7253
H 1.1889 -4.3975 1.0699
H -0.3080 -5.4423 2.8394
H -1.4768 -4.1687 2.2064
H 0.2196 -2.3930 2.7410
H 1.1130 -3.7617 3.5132
H -2.4016 -2.8036 3.8630
H -1.3305 -1.3138 3.9529
H -1.9312 -2.1702 5.4103
C -2.7420 -1.4046 1.4607
O -1.5596 -0.9363 0.8608
C -1.4556 -1.0738 -0.5613
C -0.0193 -0.7746 -0.9907
N 0.3732 0.5479 -0.5504
C 1.7820 0.8440 -0.3935
C 1.9747 2.2419 0.3426
O 1.5349 2.2001 1.6721
C 2.1054 1.1590 2.4849
H -3.5861 -1.1956 0.8035
H -2.9245 -0.8733 2.3948
H -2.6248 -2.4797 1.5972
H -2.1662 -0.4189 -1.0656
H -1.7569 -2.0936 -0.8008
H 0.1516 -0.9800 -2.0474
H 0.6202 -1.5522 -0.5730
H -0.0653 0.6299 0.3558
H 2.1947 0.9205 -1.3994
H 2.3298 0.0274 0.0769
H 1.5371 3.0344 -0.2646
H 3.0486 2.3929 0.2331
H 1.7746 0.2210 2.0390
H 1.7777 1.1841 3.5242
H 3.1891 1.2742 2.5059
C 3.8205 2.7110 -0.6101
O 3.7453 1.3547 -0.2586
C 4.3529 1.0290 0.9941
C 5.8946 0.7888 0.8579
N 6.3716 -0.3301 -0.0574
C 7.8132 -0.3153 -0.0955
C 8.3024 -1.4741 -1.0223
O 8.0457 -1.2796 -2.3898
C 8.6502 -2.2034 -3.2848
H 3.6163 3.3110 0.2767
H 3.1781 2.9174 -1.4660
H 4.8516 2.9781 -0.8415
H 3.8264 0.1457 1.3558
H 4.0574 1.6821 1.8152
H 6.2556 0.4490 1.8286
H 6.4252 1.6862 0.5398
H 5.9727 -0.1257 -0.9625
H 8.1500 -0.3983 0.9378
H 8.1890 0.5927 -0.5671
H 7.9418 -2.4495 -0.6958
H 9.3839 -1.4755 -0.8863
H 8.3394 -1.9803 -4.3054
H 8.4702 -3.2511 -3.0440
H 9.7117 -1.9595 -3.2416
C 2.6216 -1.0979 -1.8129
O 1.8689 -0.9115 -3.0157
C 1.2398 0.3890 -3.1049
C 0.5726 0.5279 -4.4630
N 1.3789 0.9052 -5.5707
C 0.6882 1.2656 -6.7829
C 1.6127 1.4211 -7.9855
O 2.4250 0.2417 -8.1397
C 2.0569 -0.6313 -9.2354
H 2.9674 -2.1266 -1.7120
H 1.9144 -0.9644 -0.9943
H 3.4301 -0.3746 -1.7067
H 1.9090 1.2453 -3.0208
H 0.4059 0.4052 -2.4032
H -0.3684 1.0691 -4.3648
H 0.2350 -0.4468 -4.8152
H 1.9767 0.1551 -5.8872
H 0.0298 2.1262 -6.6647
H 0.1022 0.3946 -7.0762
H 2.2554 2.2832 -7.8072
H 1.1414 1.6481 -8.9418
H 2.5867 -1.5810 -9.1616
H 2.4879 -0.1403 -10.1079
H 0.9827 -0.7409 -9.3844
C 5.6665 -3.0181 2.1774
O 4.3028 -2.9126 2.4365
C 3.9481 -2.0106 3.4843
C 2.3914 -2.1449 3.6765
N 2.0564 -1.2043 4.7672
C 0.6014 -1.0967 4.9830
C 0.0876 -0.4301 6.3256
O -0.1073 0.9456 6.2614
C 1.0988 1.6685 6.0562
H 5.7470 -3.8636 1.4942
H 6.2026 -3.3754 3.0566
H 6.0489 -2.1331 1.6688
H 4.2393 -0.9791 3.2864
H 4.5000 -2.2656 4.3890
H 2.0625 -3.1563 3.9150
H 1.9160 -1.8336 2.7463
H 2.3991 -1.7614 5.5368
H 0.1064 -2.0650 5.0567
H 0.2343 -0.5580 4.1094
H 0.7436 -0.7689 7.1274
H -0.8781 -0.8882 6.5392
H 1.4253 1.4098 5.0489
H 1.8932 1.4233 6.7612
H 1.0078 2.7485 6.1721
C -0.2870 0.5943 3.1487
O -1.4843 1.0665 2.5771
C -1.4064 1.8620 1.3603
C -2.7638 2.1556 0.7886
N -3.2384 3.5089 1.2206
C -4.4503 3.9244 0.5746
C -5.7204 3.0514 0.8739
O -6.8315 3.6697 0.2292
C -7.4552 4.6581 1.0456
H 0.1486 -0.1662 2.5006
H -0.5456 0.0809 4.0748
H 0.3402 1.4419 3.4247
H -0.7874 1.4042 0.5887
H -0.9023 2.7855 1.6453
H -3.3993 1.3377 1.1280
H -2.7874 2.1148 -0.3004
H -3.2878 3.2505 2.1957
H -4.3167 3.8897 -0.5067
H -4.6540 4.9664 0.8212
H -5.8183 3.0045 1.9585
H -5.6173 1.9966 0.6194
H -8.2863 5.0441 0.4554
H -6.8674 5.5452 1.2814
H -7.8455 4.3481 2.0149
C -2.6871 4.1043 -7.3976
O -3.2827 3.7199 -6.1164
C -3.7662 2.3785 -6.0824
C -4.0927 1.9780 -4.6347
N -2.8590 1.6976 -3.8582
C -3.0874 1.6814 -2.4071
C -1.8249 1.6798 -1.5905
O -1.1564 2.9513 -1.6500
C 0.0010 3.0787 -0.8473
H -1.7453 3.6025 -7.6198
H -2.6242 5.1746 -7.5942
H -3.3694 3.8156 -8.1970
H -2.9194 1.7639 -6.3878
H -4.6334 2.3093 -6.7392
H -4.7902 1.1408 -4.6641
H -4.5872 2.7901 -4.1017
H -2.2678 2.4822 -4.0926
H -3.6399 0.7790 -2.1454
H -3.6095 2.5746 -2.0640
H -1.1305 0.9363 -1.9820
H -2.0632 1.3639 -0.5749
H 0.4083 4.0747 -1.0211
H 0.7235 2.2789 -1.0098
H -0.4139 3.0671 0.1605

Results of the Mulliken charge analysis, in e, for atoms 1 through 5: number 1, C, carries -1.0529; number 2, O, carries -0.0523; number 3, C, carries -1.1574; number 4, C, carries -0.1586; number 5, N, carries -0.3142

<2>
Computed, not measured: 8 unconnected molecules or ions with the total composition C48H120N8O16, with ωB97M-V/def2-TZVPD.

CARTESIAN COORDINATES (ANGSTROEM)
C 26.4049 -23.7265 19.9102
O 27.1776 -24.5020 19.0532
C 28.0081 -25.3319 19.7828
C 29.2433 -24.6288 20.3069
N 30.2321 -24.3899 19.3118
C 29.9096 -23.2748 18.3782
C 31.2369 -22.8229 17.6482
O 31.4681 -23.6693 16.5672
C 32.5930 -23.3574 15.7760
H 26.9108 -23.2365 20.7422
H 25.7235 -24.3968 20.4340
H 25.8252 -22.9978 19.3436
H 28.4451 -26.1348 19.1891
H 27.4302 -25.7218 20.6207
H 29.6746 -25.2588 21.0848
H 29.0429 -23.6415 20.7231
H 30.3568 -25.2223 18.7536
H 29.4812 -22.4204 18.9021
H 29.1896 -23.6120 17.6326
H 32.0386 -22.8544 18.3861
H 31.2137 -21.8058 17.2571
H 32.4348 -22.5581 15.0519
H 32.6749 -24.2707 15.1867
H 33.4872 -23.1308 16.3565
C 33.0471 -30.5507 9.6070
O 34.0194 -30.3679 10.6508
C 35.3062 -29.9071 10.2152
C 36.0817 -29.5472 11.4631
N 37.4100 -29.0633 10.9770
C 38.3622 -29.1975 12.1049
C 38.1086 -28.1985 13.2467
O 36.9268 -28.6400 13.9105
C 36.5549 -27.8066 15.0114
H 32.9068 -29.6351 9.0325
H 32.1327 -30.9916 10.0039
H 33.5315 -31.2510 8.9266
H 35.1544 -29.0498 9.5594
H 35.7895 -30.6539 9.5853
H 36.0958 -30.4792 12.0282
H 35.5682 -28.7904 12.0561
H 37.2756 -28.0655 10.8968
H 39.3998 -29.1763 11.7717
H 38.3701 -30.2090 12.5110
H 38.0285 -27.1843 12.8555
H 39.0325 -28.1485 13.8230
H 35.6007 -28.1529 15.4086
H 36.5791 -26.7704 14.6741
H 37.2477 -27.7035 15.8466
C 26.1432 -30.5467 15.6228
O 26.7851 -29.2865 15.7502
C 28.0328 -29.3478 16.3779
C 28.4587 -27.8701 16.5936
N 28.6236 -27.1029 15.4098
C 28.7158 -25.7675 15.9065
C 28.8481 -24.6595 14.8142
O 27.6833 -24.5838 14.0169
C 27.6261 -23.4033 13.1843
H 25.1429 -30.4439 15.2023
H 26.1908 -31.0386 16.5943
H 26.7246 -31.2682 15.0487
H 28.7375 -29.8323 15.7020
H 28.0224 -30.0149 17.2398
H 29.3444 -27.7502 17.2176
H 27.7398 -27.4039 17.2673
H 27.7472 -27.2538 14.9311
H 29.6022 -25.7609 16.5407
H 27.8959 -25.4778 16.5637
H 29.7879 -24.7544 14.2702
H 28.8690 -23.7283 15.3803
H 28.5584 -23.3489 12.6221
H 27.6505 -22.4894 13.7778
H 26.7337 -23.4438 12.5598
C 26.2371 -29.2507 20.2672
O 27.3946 -30.0379 20.0346
C 27.1136 -31.4592 19.8638
C 28.4320 -32.2570 19.8968
N 29.2640 -32.1026 18.7117
C 30.5050 -32.9260 18.6651
C 31.2147 -32.7144 17.2836
O 31.9030 -31.4115 17.1151
C 32.1916 -30.9629 15.8011
H 26.4441 -28.1973 20.0784
H 25.9982 -29.3998 21.3202
H 25.3985 -29.4641 19.6043
H 26.6189 -31.5651 18.8983
H 26.5230 -31.8663 20.6844
H 28.0138 -33.2392 20.1174
H 28.9722 -31.8454 20.7494
H 29.4183 -31.1628 18.3754
H 30.1675 -33.9611 18.6119
H 31.1712 -32.7588 19.5114
H 30.4673 -32.8096 16.4960
H 31.9688 -33.4998 17.2331
H 32.9773 -31.5823 15.3686
H 32.5896 -29.9483 15.8148
H 31.3708 -31.0244 15.0864
C 30.8334 -27.0595 27.1954
O 30.2713 -28.4016 27.1888
C 28.8856 -28.4456 27.6899
C 28.2395 -29.8295 27.3674
N 28.2342 -29.8466 25.9174
C 27.9321 -31.1760 25.2748
C 28.0040 -31.1116 23.7156
O 29.3734 -31.1285 23.2740
C 29.9026 -32.4641 23.1064
H 30.7303 -26.5324 28.1439
H 30.3066 -26.4711 26.4441
H 31.9037 -27.0168 26.9935
H 28.2631 -27.6778 27.2305
H 28.7830 -28.2654 28.7600
H 27.2145 -29.9564 27.7158
H 28.8684 -30.6144 27.7874
H 29.1168 -29.5214 25.5497
H 26.9024 -31.3640 25.5790
H 28.4269 -31.9634 25.8433
H 27.4582 -30.2655 23.2983
H 27.5630 -31.9953 23.2544
H 30.7456 -32.3900 22.4193
H 29.1729 -33.1249 22.6386
H 30.2434 -32.9344 24.0288
C 34.6336 -27.2977 23.4850
O 33.5321 -26.4685 23.8843
C 33.4702 -25.2134 23.2030
C 32.7079 -25.3114 21.8444
N 32.2271 -23.9773 21.4173
C 33.4243 -23.1685 20.9326
C 33.0554 -21.6074 21.1684
O 34.1215 -20.6545 20.9027
C 33.9202 -19.2726 21.2050
H 35.5970 -26.8137 23.6456
H 34.5904 -27.5401 22.4232
H 34.6270 -28.3247 23.8501
H 34.4683 -24.8544 22.9517
H 32.9341 -24.4830 23.8088
H 31.8305 -25.9534 21.9223
H 33.4217 -25.7139 21.1256
H 31.5636 -24.0741 20.6620
H 33.5622 -23.3064 19.8602
H 34.3160 -23.4232 21.5055
H 32.6334 -21.3981 22.1513
H 32.2793 -21.2673 20.4828
H 33.0738 -18.9577 20.5945
H 34.8203 -18.7073 20.9635
H 33.6259 -19.1059 22.2412
C 33.2674 -30.7731 21.1549
O 34.5402 -31.0785 20.6973
C 34.5538 -31.8063 19.4666
C 35.9563 -32.1091 18.9728
N 36.6572 -30.8942 18.5242
C 38.1118 -30.9555 18.7215
C 38.9414 -29.6933 18.2942
O 38.4633 -28.5645 19.0142
C 39.0951 -27.3036 18.6950
H 32.6967 -31.6785 21.3613
H 32.7746 -30.0707 20.4826
H 33.2452 -30.2173 22.0923
H 34.0690 -31.1696 18.7266
H 34.0039 -32.7310 19.6415
H 36.0121 -32.7872 18.1212
H 36.5326 -32.7205 19.6671
H 36.2840 -30.1320 19.0718
H 38.4852 -31.8288 18.1866
H 38.3016 -31.1054 19.7843
H 38.9092 -29.5607 17.2128
H 40.0132 -29.7185 18.4906
H 38.9571 -26.9891 17.6605
H 40.1769 -27.2767 18.8251
H 38.5983 -26.5212 19.2687
C 30.6930 -27.9853 23.2224
O 31.0545 -28.3226 21.9240
C 29.9987 -28.3686 20.9989
C 30.5122 -28.4705 19.5890
N 31.3195 -27.3416 19.1482
C 32.0928 -27.6770 17.9352
C 33.1058 -26.5130 17.8836
O 34.1014 -26.5101 18.8826
C 34.9817 -27.6230 18.9020
H 30.3565 -26.9516 23.3030
H 31.5636 -28.2286 23.8314
H 29.9193 -28.6713 23.5671
H 29.3861 -27.4676 20.9681
H 29.3780 -29.2385 21.2136
H 29.6114 -28.5543 18.9810
H 31.0198 -29.4347 19.5629
H 32.0909 -27.2954 19.7986
H 31.4595 -27.7682 17.0528
H 32.6014 -28.6408 17.9557
H 32.5754 -25.5622 17.9379
H 33.5796 -26.4226 16.9062
H 34.4381 -28.5659 18.9611
H 35.6457 -27.5796 19.7653
H 35.5434 -27.7990 17.9846

SMILES string: COCCNCCOC.COCCNCCOC.COCCNCCOC.COCCNCCOC.COCCNCCOC.COCCNCCOC.COCCNCCOC.COCCNCCOC

Results of the Mulliken charge analysis, in e, for atoms 1 through 5: number 1, C, carries -0.8030; number 2, O, carries -0.2654; number 3, C, carries 0.7903; number 4, C, carries -0.6126; number 5, N, carries 1.6515

Relative energies with respect to the most stable structure, expressed in eV: <1> 35.182; <2> 0.000.

<1>
Computed, not measured: 4 unconnected molecules or ions with the total composition H8O4, with ωB97M-V/def2-TZVPD.

CARTESIAN COORDINATES (ANGSTROEM)
O -1.1942 -0.0957 1.4993
H -1.0464 -0.6995 0.7628
H -2.1202 0.1575 1.4128
O 3.7664 -1.2028 0.0560
H 3.4225 -0.4117 0.4861
H 4.4100 -0.8647 -0.5767
O -0.4761 2.8168 -0.4207
H -0.2785 2.9116 -1.3593
H 0.3334 3.1000 0.0192
O -2.3795 -2.2792 -0.6879
H -2.7681 -1.6443 -0.0757
H -1.6692 -1.7879 -1.1158

SMILES string: O.O.O.O

Results of the natural (NBO) charge analysis, in e, for atoms 1 through 5: number 1, O, carries -0.9258; number 2, H, carries 0.4613; number 3, H, carries 0.4628; number 4, O, carries -0.9344; number 5, H, carries 0.4679

<2>
Computed, not measured: 4 unconnected molecules or ions with the total composition H8O4, with ωB97M-V/def2-TZVPD.

CARTESIAN COORDINATES (ANGSTROEM)
O 2.0651 17.8733 1.9557
H 1.9671 18.1236 1.0188
H 1.5825 17.0454 2.0426
O 1.8202 18.1777 -0.8830
H 1.8450 18.6513 -1.7200
H 2.4589 17.4543 -0.9931
O 4.0829 16.5934 -1.9545
H 4.8612 17.0881 -1.6672
H 4.2383 16.4069 -2.8918
O 2.7395 14.0773 -2.2567
H 3.1490 14.9232 -2.0072
H 1.9008 14.0553 -1.7841

SMILES string: O.O.O.O

Results of the natural (NBO) charge analysis, in e, for atoms 1 through 5: number 1, O, carries -0.9618; number 2, H, carries 0.4905; number 3, H, carries 0.4608; number 4, O, carries -0.9702; number 5, H, carries 0.4815

<3>
Computed, not measured: 4 unconnected molecules or ions with the total composition H8O4, with ωB97M-V/def2-TZVPD.

CARTESIAN COORDINATES (ANGSTROEM)
O 0.1241 2.7467 0.1364
H -0.5536 2.3934 -0.4712
H 0.4327 1.9762 0.6509
O 0.7391 -1.6286 -1.5177
H -0.2266 -1.6830 -1.7168
H 1.1518 -1.4786 -2.3727
O -2.1799 -0.4788 1.3185
H -2.0317 -1.4032 1.5359
H -1.2726 -0.1273 1.2573
O 1.3501 0.1899 0.6818
H 1.1691 0.2888 -0.2455
H 1.2975 -0.7956 0.7430

SMILES string: O.O.O.O

Results of the natural (NBO) charge analysis, in e, for atoms 1 through 5: number 1, O, carries -0.9529; number 2, H, carries 0.4614; number 3, H, carries 0.4856; number 4, O, carries -0.9610; number 5, H, carries 0.4824

Relative energies with respect to the most stable structure, expressed in eV: <1> 0.536; <2> 0.000; <3> 0.163.